Record 1
Below is C32H50N4O6P2Tc as an isolated structure at a distorted geometry, with properties calculated with wB97M-V/def2-TZVPD.

Atoms and positions in Å:
Tc: 1.33450 -0.84280 0.14604
C: 3.28257 -3.09185 1.25405
C: 2.05696 -3.98274 1.09348
C: 1.58348 -3.89148 -0.34150
C: 1.35332 -5.04192 -1.07259
C: 1.08210 -4.96930 -2.43228
C: 1.06865 -3.72179 -3.04359
C: 1.25959 -2.60482 -2.26565
N: 1.49478 -2.66772 -0.93582
N: 3.03478 -1.59160 1.17819
C: 4.25402 -1.02893 0.49187
C: 3.99573 0.30254 -0.16111
C: 4.91078 1.31585 -0.27141
C: 4.64391 2.38054 -1.13765
C: 3.46490 2.37490 -1.86486
C: 2.56789 1.34162 -1.69030
N: 2.81414 0.31780 -0.85722
C: 2.75135 -1.05243 2.54358
C: 1.36114 -1.52057 2.91446
C: 0.97110 -1.84487 4.19580
C: -0.32314 -2.31227 4.40468
C: -1.19166 -2.43820 3.32630
C: -0.75183 -2.07914 2.06798
N: 0.50174 -1.63154 1.87146
H: 3.86414 -3.28508 2.15588
H: 3.91928 -3.33293 0.40614
H: 2.39073 -5.00540 1.27220
H: 1.25904 -3.80883 1.80911
H: 1.42326 -6.00050 -0.57613
H: 0.91239 -5.87122 -3.00649
H: 0.91447 -3.61197 -4.10763
H: 1.24101 -1.61800 -2.70566
H: 5.12989 -1.12916 1.13229
H: 4.40979 -1.67282 -0.37626
H: 5.84125 1.26051 0.27818
H: 5.35990 3.18434 -1.25317
H: 3.23101 3.16933 -2.55947
H: 1.62974 1.32789 -2.22957
H: 3.48415 -1.42903 3.26052
H: 2.82591 0.03952 2.53134
H: 1.67197 -1.76072 5.01634
H: -0.64429 -2.59080 5.40076
H: -2.19537 -2.81812 3.45948
H: -1.38037 -2.16830 1.18895
C: -0.67822 1.48952 4.08562
C: -1.29346 2.64662 3.33703
C: -1.21694 3.96509 4.06022
O: -0.54619 2.84432 2.04785
P: -0.37342 1.97160 0.80425
O: 0.70508 0.89323 0.97560
C: -1.91106 1.11863 0.39172
P: -1.70545 -0.01692 -0.99833
O: -0.24069 -0.48965 -1.04069
O: -2.11720 0.79173 -2.23072
C: -2.02236 0.38249 -3.69076
C: -0.70203 0.88057 -4.21928
C: -3.22851 0.98115 -4.36249
O: -2.54512 -1.29538 -0.77619
C: -4.06857 -1.31846 -0.86668
C: -4.42180 -2.21718 -2.02078
C: -4.56912 -1.78880 0.47372
O: 0.00224 2.88381 -0.37579
C: -0.56823 4.28608 -0.58428
C: -0.99222 4.35409 -2.02657
C: 0.50202 5.26468 -0.18442
H: -1.28326 1.28565 4.96950
H: 0.33247 1.73546 4.41326
H: -0.64966 0.58042 3.47746
H: -2.32221 2.43203 3.04057
H: -0.18766 4.20158 4.32855
H: -1.80495 3.89993 4.97602
H: -1.62766 4.77195 3.45608
H: -2.67662 1.85798 0.13945
H: -2.25612 0.54952 1.25988
H: -2.07582 -0.70865 -3.68913
H: -0.67628 1.97063 -4.22855
H: -0.58084 0.53448 -5.24607
H: 0.13820 0.50547 -3.63200
H: -3.21392 2.06852 -4.28826
H: -4.15751 0.60551 -3.93650
H: -3.20941 0.71458 -5.41973
H: -4.37255 -0.28824 -1.06693
H: -4.08160 -3.23636 -1.83875
H: -3.99984 -1.85597 -2.95829
H: -5.50649 -2.23772 -2.13172
H: -4.27511 -2.82275 0.65784
H: -5.65857 -1.74704 0.47956
H: -4.21610 -1.15288 1.28796
H: -1.42657 4.35631 0.08618
H: -0.12839 4.31292 -2.69132
H: -1.49876 5.30466 -2.19566
H: -1.68754 3.55300 -2.27899
H: 1.38356 5.15186 -0.81586
H: 0.78031 5.15514 0.86275
H: 0.12142 6.27676 -0.32711

## Properties
**Charge**: +4
**Spin multiplicity**: 4
**Frontier orbital gap (spin up / spin down)**: 9.247 / 7.321 eV
**HOMO energy (spin up / spin down)**: -20.6 / -20.6 eV

=====

Record 2
Below is a 2-piece molecular cluster, C29H35N2O2 overall at a distorted geometry, with properties calculated with wB97M-V/def2-TZVPD.

Atoms and positions in Å:
C: 0.35127 -2.44718 -0.78898
O: -0.88279 -2.28699 -0.10118
C: -1.46594 -1.13625 -0.47411
O: -0.89228 -0.31171 -1.16153
C: -2.89689 -1.02085 -0.01054
C: -3.79867 -0.98827 -1.25174
C: -3.88214 0.49354 -1.61164
C: -3.41719 1.27792 -0.37881
N: -2.95303 0.28574 0.56530
C: -2.29050 0.61904 1.70429
C: -1.67603 -0.31210 2.52382
C: -1.15728 0.10387 3.85489
C: -0.68487 1.56380 3.88779
C: -1.69690 2.53916 3.29738
C: -2.32228 2.11265 1.97105
H: 0.62999 -3.48407 -0.63056
H: 0.20549 -2.22310 -1.84822
H: 1.07021 -1.76054 -0.34421
H: -3.09692 -1.82425 0.70727
H: -3.38381 -1.59665 -2.06024
H: -4.77210 -1.39256 -0.97357
H: -3.20333 0.73696 -2.43859
H: -4.89915 0.79433 -1.87637
H: -2.65530 2.01891 -0.69870
H: -4.25292 1.83333 0.06306
H: -1.63073 -1.38308 2.24054
H: -2.00267 0.02371 4.55966
H: -0.36364 -0.58577 4.18323
H: -0.50444 1.84962 4.92425
H: 0.27523 1.67271 3.38428
H: -2.50578 2.66261 4.02300
H: -1.23870 3.52009 3.13344
H: -1.82714 2.65958 1.14327
H: -3.36947 2.46990 1.96262
C: 3.40488 -5.30687 3.92665
C: 3.02974 -3.90120 3.68311
N: 3.95815 -2.89980 3.68639
C: 3.41119 -1.70041 3.21723
C: 2.06102 -1.96903 2.94229
C: 1.25591 -1.02026 2.34750
C: 1.77378 0.24650 2.07136
C: 3.17017 0.44392 2.16040
C: 4.00390 -0.52875 2.74312
C: 1.77896 -3.35093 3.26426
C: 0.47919 -3.91145 3.07459
C: -0.44005 -4.17619 4.13442
C: -0.56981 -3.31256 5.25374
C: -1.57989 -3.50398 6.18563
C: -2.40692 -4.63240 6.09307
C: -3.49225 -4.83586 7.09543
C: -2.24847 -5.55153 5.04345
C: -1.29497 -5.31692 4.07104
H: 2.51553 -5.86081 4.24517
H: 3.79652 -5.75697 3.00025
H: 4.18426 -5.41073 4.69801
H: 4.93379 -2.97836 3.96154
H: 0.25084 -1.34424 2.11909
H: 1.12423 1.05749 1.77343
H: 3.58282 1.36409 1.78111
H: 5.07622 -0.40183 2.87056
H: 0.27873 -4.39568 2.09866
H: 0.13698 -2.48855 5.35291
H: -1.72061 -2.76473 6.97924
H: -3.91257 -5.83965 6.97354
H: -3.11672 -4.72938 8.12188
H: -4.31967 -4.11903 6.98121
H: -2.89471 -6.42795 5.02892
H: -1.16239 -5.99929 3.23342

## Properties
**Charge**: +1
**Frontier orbital gap**: 3.720 eV
**Energy relative to the best compared isomer or geometry (same formula, charge and spin)**: 145.8 kJ/mol
**HOMO energy**: -9.4 eV

=====

Record 3
Below is C37H36ClN2O6PV as an isolated structure at a distorted geometry, with properties calculated with wB97M-V/def2-TZVPD.

Atoms and positions in Å:
V: -0.29448 0.19060 -0.27966
C: 0.57861 -3.89771 -1.63815
C: -0.63678 -3.08285 -1.26416
C: -1.27180 -3.30367 -0.04168
C: -0.68240 -4.28054 0.94697
C: -2.42874 -2.58554 0.28636
C: -3.19625 -2.91066 1.54874
C: -2.90836 -1.60332 -0.58453
C: -4.10769 -0.76257 -0.22048
C: -2.29860 -1.40996 -1.83613
C: -3.00923 -0.54234 -2.84780
C: -1.13211 -2.11927 -2.15644
C: -0.42074 -1.91754 -3.47787
H: 1.49498 -3.40678 -1.29337
H: 0.64996 -4.03394 -2.71490
H: 0.53924 -4.88715 -1.18907
H: -1.06355 -5.29255 0.78010
H: -0.91977 -3.99426 1.96964
H: 0.40239 -4.30236 0.86698
H: -2.89433 -2.28139 2.39247
H: -3.04667 -3.94814 1.83750
H: -4.26357 -2.76744 1.39463
H: -5.02772 -1.17356 -0.64784
H: -3.98151 0.25151 -0.59655
H: -4.23608 -0.69543 0.85716
H: -2.88896 0.51898 -2.62008
H: -4.07690 -0.76229 -2.82715
H: -2.65727 -0.72297 -3.86000
H: -0.64063 -2.74007 -4.16348
H: 0.65970 -1.88417 -3.32986
H: -0.70736 -0.99218 -3.97125
O: 0.09833 2.58541 -1.85000
C: -0.63787 2.13022 -0.73902
O: -1.63781 1.30962 -0.89628
C: -0.62862 3.07918 0.43443
P: -1.21844 1.99590 1.82865
C: -0.80060 3.00355 3.31359
C: -0.05669 4.18049 3.31673
C: 0.19654 4.85083 4.50648
C: -0.29300 4.35814 5.70598
C: -1.04742 3.19327 5.71560
C: -1.30026 2.52732 4.52690
C: 0.18646 0.82866 1.70929
C: -0.06241 -0.64315 2.06757
C: 0.55900 -1.02756 3.36991
C: 1.87433 -1.13385 3.36835
C: 2.61853 0.61106 2.11480
C: 1.51240 1.33375 1.91386
H: -1.30914 3.92830 0.27613
H: 0.38112 3.46538 0.56752
H: 0.32528 4.59359 2.39172
H: 0.77797 5.76452 4.49139
H: -0.09522 4.88452 6.63115
H: -1.44829 2.81442 6.64761
H: -1.90175 1.62363 4.52633
H: -1.13445 -0.84982 2.07298
H: -0.02741 -1.13020 4.27024
H: 2.54435 -1.34110 4.18684
H: 3.62629 0.96832 2.24622
H: 1.66727 2.40634 1.90759
O: 4.71594 -2.14387 0.69085
C: 4.91784 -1.05908 -0.07687
O: 6.01583 -0.59966 -0.22782
C: 3.69197 -0.50957 -0.68039
C: 3.58432 0.32971 -1.77301
Cl: 4.89033 1.02349 -2.59990
N: 2.25999 0.56100 -2.01938
N: 1.51958 -0.05690 -1.04225
C: 2.37121 -0.71037 -0.24345
C: 1.90909 -1.51281 0.88525
O: 2.53556 -0.85410 2.13247
O: 0.47685 -1.41861 0.97092
C: 1.63945 1.21785 -3.10894
C: 0.20474 1.61766 -2.93091
C: -0.42020 2.19667 -4.14760
C: 0.27363 2.41306 -5.28126
C: 1.63943 2.04570 -5.37854
C: 2.28906 1.45396 -4.30054
H: 3.76419 -2.39095 0.71593
H: -0.38160 0.75165 -2.60879
H: -1.46319 2.46895 -4.05364
H: -0.22098 2.85672 -6.13636
H: 2.17174 2.19932 -6.30605
H: 3.31332 1.14901 -4.42240

## Properties
**Charge**: 0
**Spin multiplicity**: 4
**Frontier orbital gap (spin up / spin down)**: 7.365 / 5.236 eV
**HOMO energy (spin up / spin down)**: -7.0 / -6.5 eV

=====

> Which value of charge does entry 2 give?

+1

=====

> Look up the charge of the third one.

0

=====

> What is the charge in the first record?

+4